The following is a DFT calculation (ωB97M-V with the def2-TZVPD basis set) of a molecular structure, C4H9NO2S.

Summary:
HOMO level (eV): -8.065
Electronic energy (eV): -20703.7964
LUMO energy (eV): -4.1
Orbital gap (eV): 3.93
Relative energy (zero: lowest compared OMol25 entry of this formula, charge and spin) (kJ/mol): 1084.2
Charge: 0

Last column: natural (NBO) charge in e.
Positions of all 17 atoms, in Å:
1 C 1.190 -0.515 -0.079  -0.61
2 C 0.066 0.362 -0.726  0.01
3 C 0.243 1.132 0.489  -0.07
4 S 1.795 -0.988 3.140  -0.40
5 N 0.325 0.640 -2.046  -0.46
6 C -1.319 -0.723 -0.784  0.45
7 O -2.359 0.255 -0.972  -0.72
8 O -1.523 -1.371 0.316  -0.61
9 H 2.082 0.102 -0.227  0.25
10 H 1.283 -1.322 -0.725  0.30
11 H 1.050 -0.817 0.995  0.28
12 H 0.341 1.546 -2.339  0.34
13 H 0.266 2.255 0.246  0.24
14 H -0.186 0.718 1.382  0.25
15 H 0.901 -0.050 3.335  0.08
16 H -1.222 -1.324 -1.734  0.18
17 H -2.933 0.101 -0.270  0.48


The following is a DFT calculation (ωB97M-V with the def2-TZVPD basis set) of a molecular structure, C3H2BrClIO2.

Summary:
HOMO level (eV): -3.770
Electronic energy (eV): -97904.9621
LUMO energy (eV): 3.0
Orbital gap (eV): 6.76
Relative energy (zero: lowest compared OMol25 entry of this formula, charge and spin) (kJ/mol): 31.0
Charge: -1

Last column: natural (NBO) charge in e.
Positions of all 10 atoms, in Å:
1 C -3.020 -1.930 -1.745  1.06
2 C -0.240 -0.375 -0.171  -0.50
3 C -1.467 -0.947 0.410  -0.46
4 O -4.055 -1.882 -1.243  -0.54
5 O -2.115 -2.094 -2.424  -0.54
6 Cl -0.707 0.441 -1.706  -0.13
7 Br -2.506 0.731 1.191  -0.23
8 I -0.600 -1.935 2.097  -0.04
9 H 0.402 -1.103 -0.502  0.21
10 H 0.367 0.289 0.363  0.18


The following is a DFT calculation (ωB97M-V with the def2-TZVPD basis set) of a molecular structure, C38H41GeMnN4O3S.

Summary:
Spin multiplicity: 2
HOMO level (spin up / spin down) (eV): -9.156 / -9.165
Electronic energy (eV): -150839.6573
LUMO energy (spin up / spin down) (eV): -4.7 / -4.5
Orbital gap (spin up / spin down) (eV): 4.46 / 4.62
Charge: +1

Last column: Mulliken spin population.
Positions of all 89 atoms, in Å:
1 Mn 1.467 0.834 0.682  1.05
2 C 5.327 -0.612 -0.195  0.00
3 C 4.020 -0.488 0.532  0.00
4 O 3.298 0.520 0.205  -0.02
5 C 3.682 -1.408 1.518  0.00
6 C 2.525 -1.346 2.304  0.00
7 C 2.370 -2.287 3.457  0.00
8 N 1.570 -0.452 2.057  -0.03
9 N 0.512 -0.426 2.962  -0.03
10 C -0.259 0.580 2.682  0.00
11 O 0.019 1.418 1.707  -0.01
12 C -1.483 0.818 3.475  0.02
13 C -2.299 1.905 3.185  0.01
14 C -3.467 2.108 3.904  0.00
15 C -3.821 1.230 4.918  0.00
16 C -3.002 0.149 5.219  0.00
17 C -1.837 -0.058 4.501  0.00
18 H 5.339 0.062 -1.047  0.00
19 H 5.488 -1.636 -0.532  0.00
20 H 6.150 -0.355 0.475  0.00
21 H 4.393 -2.192 1.738  0.00
22 H 3.211 -2.973 3.507  0.00
23 H 1.436 -2.842 3.367  0.00
24 H 2.296 -1.723 4.388  0.00
25 H -2.017 2.583 2.391  0.00
26 H -4.103 2.952 3.670  0.00
27 H -4.735 1.389 5.477  0.00
28 H -3.273 -0.531 6.015  0.00
29 H -1.192 -0.896 4.730  0.00
30 C -1.580 -2.920 2.057  0.01
31 Ge -1.506 -1.790 0.461  0.06
32 C -3.086 -0.647 0.381  0.00
33 C -3.035 0.719 0.122  0.00
34 C -4.196 1.476 0.058  0.00
35 C -5.429 0.875 0.265  0.00
36 C -5.497 -0.484 0.537  0.00
37 C -4.333 -1.239 0.594  0.00
38 C -1.191 -2.922 -1.097  0.00
39 C -0.514 -4.095 -0.853  0.00
40 C -0.024 -4.909 -1.897  0.00
41 C -0.209 -4.534 -3.197  0.00
42 C -0.925 -3.349 -3.507  0.00
43 C -1.154 -2.969 -4.853  0.00
44 C -1.876 -1.848 -5.150  0.00
45 C -2.397 -1.052 -4.109  0.00
46 C -2.172 -1.384 -2.803  0.00
47 C -1.429 -2.541 -2.457  -0.01
48 H -2.291 -3.733 1.886  0.00
49 H -1.920 -2.317 2.897  0.00
50 H -0.612 -3.350 2.312  0.00
51 H -2.074 1.206 -0.011  0.00
52 H -4.138 2.539 -0.142  0.00
53 H -6.336 1.465 0.218  0.00
54 H -6.456 -0.959 0.704  0.00
55 H -4.411 -2.301 0.805  0.00
56 H -0.325 -4.414 0.167  0.00
57 H 0.496 -5.830 -1.661  0.00
58 H 0.164 -5.146 -4.010  0.00
59 H -0.764 -3.600 -5.644  0.00
60 H -2.064 -1.578 -6.182  0.00
61 H -2.986 -0.175 -4.346  0.00
62 H -2.589 -0.767 -2.017  -0.01
63 O 1.831 2.684 0.215  0.00
64 S 2.859 3.192 -0.809  0.00
65 C 2.174 4.782 -1.331  0.00
66 C 2.656 5.822 -0.327  0.00
67 C 4.115 5.467 -0.060  0.00
68 C 4.137 3.968 0.227  0.00
69 H 1.095 4.646 -1.390  0.00
70 H 2.562 4.967 -2.335  0.00
71 H 2.070 5.751 0.591  0.00
72 H 2.538 6.830 -0.723  0.00
73 H 4.536 6.018 0.780  0.00
74 H 4.724 5.694 -0.938  0.00
75 H 3.795 3.742 1.238  0.00
76 H 5.090 3.475 0.050  0.00
77 N 1.933 -1.667 -1.207  0.00
78 C 1.310 -0.660 -1.867  0.00
79 C 1.197 -0.697 -3.273  0.00
80 C 0.564 0.321 -3.922  0.00
81 C 0.020 1.383 -3.183  0.00
82 C 0.182 1.370 -1.830  -0.01
83 N 0.837 0.383 -1.161  -0.06
84 H 1.972 -2.556 -1.681  0.00
85 H 1.745 -1.740 -0.217  0.00
86 H 1.598 -1.548 -3.806  0.00
87 H 0.462 0.292 -4.999  0.00
88 H -0.532 2.182 -3.656  0.00
89 H -0.231 2.149 -1.203  -0.01


The following is a DFT calculation (ωB97M-V with the def2-TZVPD basis set) of 2 unconnected molecules or ions with the total composition C5H13NOS.

Summary:
HOMO level (eV): -8.219
Electronic energy (eV): -19768.2723
LUMO energy (eV): 0.8
SMILES: CC(N)=O.CCSC
Orbital gap (eV): 9.07
Relative energy (zero: lowest compared OMol25 entry of this formula, charge and spin) (kJ/mol): 80.0
Charge: 0

Last column: natural (NBO) charge in e.
Positions of all 21 atoms, in Å:
1 C -0.626 -0.206 2.941  -0.75
2 C 0.736 -0.538 2.436  0.68
3 N 1.735 0.210 3.029  -0.85
4 O 1.045 -1.344 1.588  -0.60
5 H -1.444 -0.768 2.480  0.25
6 H -1.081 0.721 2.579  0.25
7 H -0.609 -0.275 4.023  0.23
8 H 2.619 -0.075 2.637  0.39
9 H 1.679 1.153 3.365  0.39
10 C 0.011 -0.440 -3.607  -0.63
11 C -0.042 -0.829 -2.135  -0.52
12 S -0.579 0.441 -0.909  0.15
13 C -1.342 1.772 -1.878  -0.77
14 H 0.959 -0.660 -4.098  0.22
15 H -0.239 0.605 -3.762  0.21
16 H -0.692 -1.059 -4.171  0.21
17 H -0.661 -1.705 -1.971  0.21
18 H 0.923 -1.182 -1.768  0.23
19 H -0.621 2.572 -1.995  0.22
20 H -1.738 1.414 -2.830  0.22
21 H -2.309 2.003 -1.435  0.23


The following is a DFT calculation (ωB97M-V with the def2-TZVPD basis set) of a molecular structure, C35H51N7O4PRuS4.

Summary:
HOMO level (eV): -3.244
Electronic energy (eV): -110957.8251
LUMO energy (eV): 1.9
Orbital gap (eV): 5.19
Charge: -1

Last column: Löwdin charge in e.
Positions of all 103 atoms, in Å:
1 Ru -0.409 -0.289 -0.356  0.92
2 C -6.971 -0.620 -4.026  -0.06
3 C -5.624 -1.113 -3.568  -0.29
4 C -5.507 -2.276 -2.812  -0.06
5 C -4.266 -2.738 -2.398  -0.06
6 C -3.117 -2.036 -2.736  -0.27
7 C -3.217 -0.878 -3.492  -0.06
8 C -4.462 -0.426 -3.904  -0.05
9 S -1.530 -2.648 -2.172  0.54
10 O -1.829 -3.143 -0.838  -0.36
11 O -1.114 -3.664 -3.120  -0.32
12 N -0.608 -1.378 -2.157  -0.34
13 C 0.593 -1.362 -2.995  -0.19
14 C 1.671 -0.447 -2.394  -0.66
15 O 2.713 -0.295 -3.023  0.00
16 O 1.399 0.125 -1.271  -0.21
17 H -7.772 -1.044 -3.420  0.07
18 H -7.156 -0.898 -5.066  0.08
19 H -7.036 0.467 -3.961  0.07
20 H -6.403 -2.817 -2.526  0.11
21 H -4.179 -3.632 -1.795  0.12
22 H -2.314 -0.331 -3.733  0.11
23 H -4.533 0.488 -4.486  0.11
24 H 0.382 -0.990 -4.002  0.11
25 H 1.028 -2.356 -3.106  0.11
26 C 3.330 -4.803 0.718  -0.10
27 C 1.837 -4.942 0.418  -0.24
28 C 1.074 -3.754 0.908  -0.61
29 N 0.985 -2.658 0.260  0.07
30 N 0.263 -1.689 0.921  -0.15
31 C -0.132 -2.065 2.111  -0.73
32 N -0.680 -1.218 3.011  0.07
33 S 0.298 -3.701 2.469  1.08
34 H 3.880 -5.674 0.358  0.07
35 H 3.506 -4.705 1.790  0.07
36 H 3.727 -3.913 0.229  0.07
37 H 1.437 -5.846 0.881  0.10
38 H 1.669 -5.012 -0.657  0.12
39 H -0.842 -0.261 2.632  -0.03
40 H -1.323 -1.589 3.691  0.09
41 S -0.035 1.315 1.349  0.43
42 C 5.571 0.936 2.525  -0.09
43 C 4.267 0.627 1.782  -0.58
44 C 4.493 0.826 0.272  -0.08
45 C 3.904 -0.858 1.949  -0.09
46 P 2.791 1.690 2.286  0.87
47 N 1.571 0.903 1.768  -0.62
48 C 2.960 3.421 1.553  -0.59
49 C 4.335 4.081 1.698  -0.09
50 C 1.915 4.326 2.225  -0.11
51 C 2.572 3.338 0.063  -0.09
52 C 2.739 1.821 4.185  -0.59
53 C 1.318 2.251 4.587  -0.10
54 C 3.771 2.730 4.855  -0.09
55 C 2.901 0.391 4.727  -0.10
56 H 6.382 0.380 2.045  0.09
57 H 5.540 0.624 3.569  0.06
58 H 5.837 1.992 2.492  0.06
59 H 5.233 0.091 -0.057  0.09
60 H 4.888 1.811 0.035  0.06
61 H 3.577 0.642 -0.296  0.07
62 H 4.603 -1.446 1.346  0.08
63 H 2.897 -1.041 1.575  0.05
64 H 3.980 -1.204 2.978  0.06
65 H 4.662 4.152 2.735  0.06
66 H 4.275 5.099 1.299  0.08
67 H 5.104 3.557 1.132  0.06
68 H 2.182 4.579 3.250  0.06
69 H 0.924 3.872 2.209  0.05
70 H 1.864 5.262 1.659  0.08
71 H 3.373 2.959 -0.563  0.06
72 H 2.330 4.350 -0.279  0.08
73 H 1.695 2.710 -0.087  0.03
74 H 1.124 3.307 4.429  0.06
75 H 1.186 2.046 5.655  0.08
76 H 0.572 1.678 4.034  0.04
77 H 3.605 3.781 4.620  0.06
78 H 4.795 2.477 4.580  0.06
79 H 3.687 2.625 5.943  0.08
80 H 2.275 -0.305 4.168  0.07
81 H 2.578 0.376 5.772  0.08
82 H 3.933 0.045 4.696  0.06
83 S -6.988 -0.449 0.094  0.97
84 C -5.205 -0.366 0.165  -0.52
85 C -4.527 0.656 -0.478  -0.07
86 C -3.146 0.659 -0.443  -0.12
87 N -2.422 -0.288 0.169  -0.10
88 C -3.087 -1.250 0.820  -0.12
89 C -4.470 -1.323 0.843  -0.06
90 C -7.367 0.444 1.594  -0.52
91 C -7.368 -0.194 2.826  -0.08
92 C -7.647 0.554 3.960  -0.15
93 N -7.923 1.856 3.938  0.05
94 C -7.919 2.456 2.751  -0.15
95 C -7.649 1.801 1.557  -0.08
96 H -5.059 1.427 -1.017  0.11
97 H -2.576 1.440 -0.934  0.12
98 H -2.485 -2.015 1.280  0.09
99 H -4.958 -2.141 1.354  0.11
100 H -7.160 -1.253 2.899  0.10
101 H -7.655 0.080 4.936  0.10
102 H -8.145 3.517 2.750  0.10
103 H -7.661 2.335 0.617  0.10